Entry 1:
C33H26Cl5F4N5Rb | ωB97M-V with the def2-TZVPD basis set

Structure (XYZ):
```
74
Properties=species:S:1:pos:R:3:forces:R:3
Rb -0.17661 -0.81670 0.08975 0.80 -0.06 0.12
C 1.04644 1.69785 3.52890 -0.32 0.41 0.25
N 1.81587 0.90691 2.56992 -1.94 0.29 1.25
C 2.73092 -0.07553 3.08144 0.65 0.46 -1.25
C 2.13056 1.69438 1.45971 1.13 -0.06 -2.66
C 3.31469 1.17848 0.60417 -0.38 0.50 -0.31
N 3.06215 -0.12250 -0.03737 0.15 0.82 0.16
C 4.03715 -0.53303 -0.83231 0.78 -0.44 0.26
C 3.79585 -1.55642 -1.84139 -0.48 0.84 1.68
F 2.62195 -2.24855 -1.67750 0.50 0.36 -0.75
C 4.68998 -1.82221 -2.82704 0.92 0.21 -0.12
F 4.32786 -2.67181 -3.80432 -0.03 -0.38 -0.33
C 5.98247 -1.25463 -2.86817 0.74 0.46 0.25
C 6.34281 -0.43634 -1.76946 -0.66 -0.91 -0.44
F 7.63596 0.00718 -1.67154 -0.65 -0.19 -0.02
C 5.44987 -0.16091 -0.73888 -0.46 -0.56 -1.80
F 5.95432 0.37416 0.38266 0.15 0.50 0.61
H 1.56517 2.62394 3.92772 0.04 -0.84 -0.29
H 0.67371 1.13155 4.39669 0.41 -0.15 -0.28
H 0.12385 2.11692 3.06995 0.46 -0.36 -0.15
H 3.57134 0.36183 3.64452 -0.24 -0.25 0.48
H 3.19604 -0.60548 2.22226 -0.47 0.19 0.53
H 2.07534 -0.74611 3.59275 0.30 -0.78 1.01
H 2.34769 2.71106 1.71856 0.66 1.03 0.57
H 1.27671 1.85419 0.78197 -0.32 -0.48 0.04
H 4.23752 1.32215 1.15081 0.19 -0.74 0.89
H 3.53936 1.96390 -0.14376 -0.63 -0.12 -0.38
H 6.74108 -1.47837 -3.65596 -1.02 0.19 0.73
C -1.99156 -2.12158 3.63296 0.55 -1.06 -0.39
C -2.38136 -0.71525 3.49013 -0.51 1.56 0.09
C -2.83716 -0.03237 4.60241 0.23 -0.76 0.31
C -3.16805 1.30966 4.56926 -0.43 -0.62 -0.17
C -3.23348 1.90261 3.32373 1.16 0.12 -1.85
C -2.72329 1.14373 2.15874 -1.03 0.12 3.69
N -2.29030 -0.10308 2.30967 0.23 0.00 -0.92
C -2.77781 1.78432 0.86450 -1.31 0.75 -1.90
C -3.82362 2.70820 0.65192 1.37 -0.14 0.24
C -3.76861 3.50768 -0.47349 -2.22 1.02 0.68
C -2.89683 3.24361 -1.47216 1.65 -1.09 -0.54
C -1.94769 2.20369 -1.24226 -0.19 0.11 -0.02
N -1.92143 1.48640 -0.12666 0.22 0.59 0.90
C -0.88035 1.93898 -2.25730 0.97 0.32 -0.22
C -0.41611 3.03881 -2.97746 -1.04 -0.40 -0.08
C 0.40063 2.78425 -4.06686 0.49 0.72 -0.41
C 0.71674 1.49163 -4.37213 0.37 -1.27 -0.08
C 0.25144 0.41958 -3.58365 0.62 1.27 -0.09
C 0.34628 -1.00252 -4.06750 -0.27 0.07 0.59
N -0.38761 0.69857 -2.45341 -1.73 -0.24 -0.09
H -1.33487 -2.38439 2.77181 -0.61 -0.25 0.70
H -2.89880 -2.76131 3.68629 0.63 0.19 -0.31
H -1.44856 -2.25293 4.58197 -0.07 -0.10 -0.40
H -2.91167 -0.65312 5.48875 0.05 0.49 0.34
H -3.41222 1.73895 5.53638 -0.19 0.55 -0.43
H -3.53056 2.95967 3.15057 0.34 -0.96 0.44
H -4.59584 2.85621 1.38372 -0.06 0.05 0.15
H -4.50412 4.34938 -0.50679 0.63 -0.87 -0.41
H -2.91273 3.75212 -2.42599 0.03 0.15 0.16
H -0.84878 4.00356 -2.72856 0.49 0.02 -0.26
H 0.77194 3.57084 -4.73029 -0.12 -0.07 0.44
H 1.37992 1.21196 -5.18295 -0.20 0.34 -0.26
H -0.52696 -1.46098 -3.59241 0.33 -0.55 -0.17
H 1.26401 -1.54622 -3.81884 -0.16 0.21 0.30
H 0.24394 -1.04084 -5.15277 -0.08 0.14 0.03
Cl -3.45474 -0.82927 -1.80491 -0.42 1.00 -0.47
C -3.08693 -2.43385 -1.36468 0.53 -3.25 0.97
C -1.78287 -2.84972 -1.20369 0.71 0.75 0.29
C -1.45904 -4.13545 -0.83567 -2.50 0.21 -0.81
Cl 0.11718 -4.65293 -0.34973 0.69 0.09 0.04
C -2.46749 -5.10174 -0.92313 -2.02 1.28 0.25
Cl -2.11180 -6.67148 -1.32506 0.55 -2.53 -0.04
C -3.87914 -4.74321 -0.89192 2.52 1.53 -0.40
Cl -5.17062 -5.86909 -0.65652 0.49 0.07 -0.15
C -4.11836 -3.37219 -1.07999 0.44 0.17 0.10
Cl -5.70080 -2.78684 -0.89013 -1.41 0.34 0.10
```
Positions in Å, forces in eV/Å.

Properties
E_LUMO ... 0.058 Eh
Energy ... -4271.359171 Ha
Orbital gap ... 5.2 eV
Charge ... -1
HOMO energy ... -3.657 eV
Largest force on an atom ... 3.8 eV/A

Atomic partial charges in e from the Mulliken method, atoms 1 to 4: number 1, Rb, carries 0.488; number 2, C, carries -0.978; number 3, N, carries 0.792; number 4, C, carries -1.164

=====

Entry 2:
C33H26ClN10O4V | ωB97M-V with the def2-TZVPD basis set

Structure (XYZ):
```
75
Properties=species:S:1:pos:R:3:forces:R:3
V 0.09040 0.72540 -0.51130 -0.71 -2.64 3.40
C 3.66020 3.89940 1.81840 0.59 0.92 0.61
N 3.04050 2.74230 1.23690 -1.30 -0.56 -0.11
C 1.77230 2.34060 1.28060 0.38 0.45 0.39
N 1.65570 1.20940 0.58180 0.18 0.38 0.87
C 2.91610 0.97270 0.12210 0.58 0.00 0.16
N 3.75420 1.89030 0.50930 0.83 -0.56 -0.56
C 2.96020 5.20880 1.51730 -0.13 0.02 0.04
C 3.42720 6.34440 2.17650 -0.06 -0.15 -0.09
C 2.88430 7.59000 1.91200 0.11 -0.11 0.00
C 1.84970 7.72410 1.00290 -0.12 -0.26 -0.14
C 1.34640 6.58450 0.38250 0.22 -0.23 0.30
C 1.91070 5.33050 0.62430 0.02 0.15 0.10
C 0.28080 6.68130 -0.58990 -0.41 0.78 -0.88
N 0.10800 7.63300 -1.46340 1.97 0.40 1.72
N -0.87430 7.27740 -2.25350 -2.12 -0.99 -1.41
C -1.31430 6.11270 -1.85900 0.70 1.17 -0.07
O -0.61740 5.69270 -0.78290 -0.21 -0.36 0.42
C -2.33830 5.32830 -2.50670 -0.31 -0.50 0.00
C -2.74360 5.70480 -3.78850 0.03 -0.10 0.18
C -3.67710 4.93930 -4.45890 0.02 0.01 0.08
C -4.22020 3.81580 -3.85540 0.00 -0.07 0.12
C -3.84760 3.45530 -2.56590 0.03 -0.02 -0.11
C -4.51920 2.26850 -1.90300 -0.67 0.71 -0.61
N -3.58960 1.54420 -1.08050 1.10 -1.11 -0.11
C -2.57750 0.76320 -1.46010 -0.78 0.20 -0.23
N -1.85850 0.43220 -0.38650 -0.77 0.03 -0.04
C -2.50340 1.05730 0.64000 -0.48 0.16 0.20
N -3.54570 1.72630 0.23320 -0.22 0.29 1.02
C -2.89370 4.20580 -1.89210 0.05 0.23 -0.13
H 4.68600 3.92010 1.43260 -0.25 -0.12 0.08
H 3.71680 3.76310 2.90480 0.03 -0.07 -0.18
H 0.98440 2.84260 1.81950 0.04 0.08 -0.05
H 3.20890 0.11140 -0.45410 -0.02 0.03 -0.10
H 4.23090 6.24340 2.88970 0.13 0.06 0.11
H 3.27660 8.45620 2.41840 0.03 0.13 0.06
H 1.43140 8.68950 0.76530 -0.08 0.07 0.02
H 1.52100 4.48900 0.06600 0.02 0.03 -0.02
H -2.30660 6.58320 -4.23650 0.03 0.06 -0.06
H -3.97970 5.21040 -5.45710 -0.05 0.04 -0.11
H -4.94410 3.22300 -4.39130 -0.15 -0.10 -0.08
H -4.93410 1.59750 -2.65770 0.01 0.00 0.14
H -5.32450 2.60520 -1.24280 0.11 -0.20 -0.07
H -2.41800 0.42090 -2.46930 0.08 0.17 -0.08
H -2.22230 0.96170 1.67770 0.00 0.10 -0.03
H -2.59040 3.95570 -0.88280 0.01 -0.01 0.03
Cl 5.68080 0.90090 -5.34740 0.15 -0.02 -0.07
C 4.29750 1.43980 -4.50560 -0.45 0.10 0.24
C 3.43120 0.49820 -3.94200 0.24 -0.09 -0.10
C 2.31230 0.91610 -3.25770 -0.20 0.36 0.15
C 2.04790 2.28390 -3.12180 0.12 -0.23 -0.17
C 2.90520 3.21990 -3.71090 -0.29 -0.19 0.22
C 4.02600 2.80350 -4.39310 0.16 -0.28 -0.12
C 0.90090 2.77910 -2.34860 1.39 3.15 -1.55
O 0.57650 3.94300 -2.26650 0.18 -1.52 -0.14
O 0.26500 1.86460 -1.63280 -0.81 2.35 -2.92
H 3.65120 -0.55240 -4.04680 0.04 -0.09 -0.08
H 1.61780 0.18190 -2.84060 0.26 0.08 -0.15
H 2.68000 4.27080 -3.61670 -0.03 0.10 0.03
H 4.68960 3.52460 -4.84230 0.10 0.04 -0.06
N 1.70960 -6.06820 -0.77980 -0.05 -0.24 -0.21
C 1.75280 -5.23610 0.27410 0.01 -0.14 -0.08
O 2.28010 -5.50390 1.32690 -0.02 0.14 0.14
C 1.16150 -3.85350 0.07300 -0.06 0.56 0.17
C 1.29060 -2.96740 1.14390 -0.07 -0.14 -0.18
C 0.91380 -1.64880 0.99440 0.30 -0.24 0.58
N 0.42100 -1.16890 -0.15650 0.63 -1.88 -0.06
C 0.22450 -2.03520 -1.15720 -0.23 -0.31 -0.54
C 0.56640 -3.37250 -1.09050 0.09 0.10 0.17
H 2.11220 -6.98590 -0.65830 -0.04 0.03 0.00
H 1.18680 -5.89710 -1.62030 0.06 0.00 0.09
H 1.71860 -3.33840 2.06450 0.01 0.06 0.06
H 1.03030 -0.94750 1.81690 0.02 -0.12 -0.18
H -0.22500 -1.62740 -2.06310 0.08 -0.12 0.10
H 0.37730 -4.00440 -1.94350 0.00 0.04 -0.12
```
Positions in Å, forces in eV/Å.

Properties
E_LUMO (alpha / beta) ... -0.256 / -0.250 Eh
Energy ... -3525.390058 Ha
Orbital gap (alpha / beta) ... 5.8 / 5.9 eV
Spin multiplicity ... 3
Charge ... +2
HOMO energy (alpha / beta) ... -12.723 / -12.723 eV
Largest force on an atom ... 4.4 eV/A

Atomic partial charges in e from the natural (NBO) method, atoms 1 to 4: number 1, V, carries 1.526; number 2, C, carries -0.249; number 3, N, carries -0.108; number 4, C, carries 0.227

=====

Entry 3:
C33H26F24NO9 | ωB97M-V with the def2-TZVPD basis set

Structure (XYZ):
```
93
Properties=species:S:1:pos:R:3:forces:R:3
N -5.79472 0.05083 1.14763 0.47 0.09 0.50
C -4.71712 -0.25734 2.12723 0.43 -0.75 -0.75
C -3.41399 -0.60922 1.30309 0.40 -0.64 0.23
C -2.08746 -0.40112 2.10448 2.09 0.98 0.76
C -1.70213 -1.22558 3.26771 1.07 0.81 -0.09
C -0.45535 -1.03828 4.01588 0.19 1.86 -2.03
C 0.49699 0.01534 3.60233 -2.13 -0.25 -1.18
C 0.15479 0.83793 2.45445 -1.12 -0.91 -0.04
C -1.11423 0.64485 1.71004 0.39 -0.97 1.18
C -1.33807 1.58407 0.46555 1.45 -0.31 0.22
O -2.39848 2.10610 0.22097 0.37 -0.45 0.00
C -0.04443 1.81187 -0.39121 1.34 -0.03 -0.21
C -0.07642 1.81681 -1.84904 1.90 0.47 1.66
C 1.19597 1.99196 -2.55450 -0.21 -0.37 1.46
C 1.14788 1.96432 -4.13090 0.77 -1.74 -2.10
O 0.65002 2.93709 -4.72406 0.09 0.32 1.19
O 1.60762 0.91890 -4.75439 -0.82 1.83 2.42
C 2.46638 2.15146 -1.81617 -1.00 -0.05 0.86
C 3.76217 2.28441 -2.67582 -0.77 -1.67 0.23
O 3.91968 3.56259 -3.32633 1.27 -1.16 -0.30
O 2.90813 4.43750 -2.99297 -1.21 1.44 0.37
C 2.50993 2.17320 -0.33920 -2.80 -0.33 -1.59
C 1.22812 1.99581 0.35323 -0.28 -0.32 -0.97
C 1.12714 1.95012 1.91387 -0.66 -0.57 -1.12
O 1.71007 2.71782 2.64678 0.00 -0.69 -0.19
H -5.81385 -0.72864 0.48485 -0.35 0.37 0.25
H -6.69969 0.12358 1.62093 0.47 -0.22 -0.35
H -4.46288 0.60295 2.79682 -0.62 -0.73 -0.51
H -5.02997 -1.18654 2.67793 0.60 0.98 0.24
H -3.43867 -0.03411 0.33841 0.23 -0.32 1.16
H -3.42800 -1.70130 1.00767 -0.15 1.01 0.34
H -2.36089 -2.06347 3.62065 0.55 0.98 -0.57
H -0.14352 -1.67142 4.87826 -0.66 0.42 -0.87
H 1.47724 0.18985 4.10589 -1.08 -0.28 -0.43
H -1.05666 1.68720 -2.37124 1.18 0.20 0.39
H 4.68762 2.01501 -2.08298 -0.95 0.75 -0.37
H 3.67914 1.48940 -3.47936 0.04 0.97 0.69
H 2.36136 4.52936 -3.80064 0.18 -0.60 0.22
H 3.44765 2.28407 0.24886 -0.83 -0.02 -0.68
C -10.41670 -3.78864 -0.57610 -0.66 -0.52 0.07
C -9.69264 -3.13776 -1.77094 -0.65 0.52 0.29
C -8.16477 -3.19035 -1.74307 0.73 0.01 -0.50
F -7.64775 -2.53060 -0.68686 -0.14 -0.04 -0.05
F -7.65979 -2.59778 -2.85190 -0.31 -0.09 -0.04
F -10.13014 -1.86598 -1.91226 0.24 -0.05 0.04
F -10.10360 -3.80394 -2.88929 0.33 -0.26 0.12
O -10.85774 -2.91713 0.46477 1.09 0.51 0.06
C -9.94000 -2.58392 1.46595 -0.66 -1.33 -0.48
C -9.63132 -1.08544 1.49650 0.04 0.78 -0.08
F -9.11326 -0.66612 0.32473 -0.13 -0.21 0.07
F -8.71599 -0.80766 2.45661 -0.14 -0.33 0.13
F -8.83364 -3.34126 1.34732 0.12 0.35 0.33
F -10.51529 -2.94062 2.63696 0.07 0.43 0.07
H -11.34241 -4.20441 -0.97914 0.04 0.24 -0.08
H -9.87508 -4.65078 -0.18221 0.23 0.23 -0.04
H -7.80533 -4.22357 -1.72237 -0.15 -0.04 0.04
H -10.53493 -0.50373 1.69283 -0.08 -0.20 0.08
C 5.54973 -0.89156 -8.58920 -0.30 -0.17 -0.77
C 6.49767 0.04763 -7.81699 -0.94 0.42 -0.08
C 7.28420 -0.58518 -6.66857 0.54 0.01 0.48
F 6.48494 -1.05987 -5.69745 0.07 0.07 -0.15
F 8.08765 0.34365 -6.08637 0.00 0.11 -0.28
F 5.80356 1.12300 -7.39119 0.20 -0.18 0.14
F 7.40828 0.52079 -8.72359 0.27 -0.36 0.09
O 4.17279 -0.86022 -8.23139 0.44 -0.17 1.02
C 3.75924 -1.66480 -7.15886 0.46 -0.10 -0.91
C 3.20910 -0.84456 -5.99040 -0.65 0.67 0.44
F 4.14208 0.00885 -5.51624 0.21 -0.25 -0.33
F 2.85463 -1.65656 -4.96628 0.21 -0.41 -0.37
F 4.76468 -2.49342 -6.79631 -0.23 -0.16 0.21
F 2.77823 -2.46006 -7.64582 -0.11 0.13 0.23
H 5.55915 -0.53856 -9.62279 0.00 0.20 0.16
H 5.93221 -1.91329 -8.64206 0.07 0.09 0.31
H 7.92095 -1.39945 -7.02829 -0.06 0.02 -0.14
H 2.33804 -0.26080 -6.29506 0.04 -0.05 -0.02
C 4.63564 2.15853 5.81229 -0.06 0.70 -0.53
C 4.41437 0.65546 5.55287 0.81 0.33 -0.17
C 3.53407 -0.07639 6.56573 -0.50 -0.58 0.08
F 4.05867 -0.06296 7.80767 0.03 0.02 -0.12
F 3.40760 -1.38246 6.21593 0.06 0.12 -0.23
F 5.61644 0.04642 5.42414 -0.15 -0.12 0.22
F 3.80862 0.55351 4.33712 -0.30 0.00 0.27
O 5.85473 2.53082 6.45885 -0.14 -0.85 0.95
C 5.88998 2.49564 7.85515 -0.84 0.82 -1.21
C 6.90706 1.48230 8.38521 0.51 -0.45 0.15
F 6.62317 0.23359 7.96125 -0.05 0.21 -0.06
F 6.89085 1.45481 9.74034 -0.15 0.28 -0.06
F 4.65174 2.29495 8.34374 0.31 -0.06 0.43
F 6.25465 3.73614 8.25390 0.33 -0.24 0.22
H 4.70916 2.62314 4.82690 0.10 -0.21 0.02
H 3.76840 2.63167 6.27623 0.04 -0.26 0.14
H 2.53063 0.35849 6.60330 0.07 0.12 -0.09
H 7.91607 1.73307 8.04996 -0.09 0.19 -0.05
```
Positions in Å, forces in eV/Å.

Properties
E_LUMO ... 0.059 Eh
Energy ... -4401.708112 Ha
Orbital gap ... 6.8 eV
Charge ... -1
HOMO energy ... -5.188 eV
Largest force on an atom ... 3.2 eV/A

Atomic partial charges in e from the Mulliken method, atoms 1 to 4: number 1, N, carries -0.640; number 2, C, carries -0.296; number 3, C, carries -0.714; number 4, C, carries 0.242